Entry 1:
{
  "formula": "C20H19BO",
  "method": "ωB97M-V with the def2-TZVPD basis set",
  "charge": 0,
  "relative_energy_kcal_mol": 24.8,
  "smiles": "COc1ccc(C2c3ccccc3-c3ccccc32)cc1.B",
  "homo_ev": -8.16,
  "largest_force_ev_per_a": 5.6,
  "species": ["C", "O", "C", "C", "C", "C", "C", "C", "C", "C", "C", "C", "C", "C", "C", "C", "C", "C", "C", "C", "C", "H", "H", "H", "H", "H", "H", "H", "H", "H", "H", "H", "H", "H", "H", "H", "H", "B", "H", "H", "H"],
  "positions_angstrom": [[-1.818, 5.067, -2.429], [-2.185, 4.425, -1.205], [-1.489, 3.331, -0.801], [-1.959, 2.664, 0.352], [-1.386, 1.465, 0.729], [-0.347, 0.900, -0.017], [0.250, -0.400, 0.436], [1.529, -0.941, -0.164], [2.710, -0.277, -0.489], [3.790, -1.031, -0.979], [3.714, -2.435, -1.022], [2.555, -3.100, -0.599], [1.469, -2.347, -0.174], [0.124, -2.771, 0.237], [-0.464, -4.027, 0.312], [-1.826, -4.124, 0.623], [-2.592, -2.968, 0.836], [-1.999, -1.700, 0.800], [-0.642, -1.624, 0.512], [0.133, 1.571, -1.133], [-0.414, 2.783, -1.535], [-2.540, 5.876, -2.524], [-0.803, 5.459, -2.376], [-1.912, 4.367, -3.266], [-2.770, 3.119, 0.911], [-1.702, 1.000, 1.664], [0.524, -0.187, 1.434], [2.779, 0.800, -0.368], [4.686, -0.525, -1.330], [4.559, -3.009, -1.398], [2.469, -4.182, -0.618], [0.153, -4.896, 0.119], [-2.298, -5.105, 0.649], [-3.655, -3.057, 1.032], [-2.581, -0.807, 1.002], [0.952, 1.121, -1.681], [-0.007, 3.312, -2.391], [0.796, 0.664, 4.042], [1.805, 0.836, 3.331], [-0.132, 1.299, 3.526], [0.524, -0.545, 3.955]],
  "forces_ev_per_angstrom": [[-0.3538, -0.4327, 0.5290], [0.1172, 0.3265, 0.0845], [0.2804, -0.9690, -0.4570], [0.2126, 0.4716, -0.6544], [0.2375, 0.3757, 0.1506], [-0.0617, -0.0178, -0.5094], [-0.1512, -0.1223, -0.6204], [0.2903, -0.1958, 0.3202], [0.0125, -0.5604, -0.2310], [-0.4302, -0.3017, 0.2776], [-0.2801, 0.2896, 0.0202], [0.2013, 0.3093, -0.0747], [0.1292, 0.2641, -0.4050], [-0.6397, 0.2999, 0.0468], [-0.1420, 0.1856, 0.1172], [0.1743, 0.2483, -0.2273], [0.4009, -0.1268, -0.0127], [0.2794, -0.5772, 0.0214], [-0.0128, 0.0479, -0.1757], [-0.1864, -0.1143, 0.2332], [-0.6190, 0.5248, 0.4729], [0.1715, -0.0101, -0.1615], [0.0781, 0.0839, -0.0446], [0.0372, 0.1380, 0.0371], [0.0843, -0.0942, -0.0406], [0.0190, 0.0509, -0.2803], [0.3982, 0.1043, 1.6886], [0.0589, -0.1165, -0.1645], [-0.1016, -0.1173, 0.1599], [-0.1573, 0.1228, 0.0865], [0.2143, 0.0674, -0.0398], [-0.2112, -0.1811, 0.0014], [0.0658, 0.2376, 0.0592], [0.0847, -0.0189, 0.0230], [0.0066, -0.1778, -0.1251], [-0.1018, 0.1659, -0.1297], [-0.1088, -0.1626, 0.0691], [-0.6962, -1.6757, -5.3491], [-0.0341, 0.4983, 1.8410], [0.4620, 0.3737, 1.7752], [0.2720, 0.7860, 1.6886]]
}


Entry 2:
{
  "formula": "C20H19Br2N3O6",
  "method": "ωB97M-V with the def2-TZVPD basis set",
  "charge": 0,
  "relative_energy_kcal_mol": 51.2,
  "smiles": "O=[N+]([O-])c1ccccc1.O=[N+]([O-])c1ccccc1.O=[N+]([O-])c1ccccc1.BrCCBr",
  "homo_ev": -9.98,
  "largest_force_ev_per_a": 4.6,
  "species": ["O", "N", "O", "C", "C", "C", "C", "C", "C", "H", "H", "H", "H", "H", "O", "N", "O", "C", "C", "C", "C", "C", "C", "H", "H", "H", "H", "H", "O", "N", "O", "C", "C", "C", "C", "C", "C", "H", "H", "H", "H", "H", "Br", "C", "C", "Br", "H", "H", "H", "H"],
  "positions_angstrom": [[-18.454, -8.817, 19.186], [-18.876, -7.646, 19.225], [-18.448, -6.746, 19.967], [-19.946, -7.245, 18.235], [-20.510, -5.883, 18.198], [-21.636, -5.607, 17.303], [-22.042, -6.574, 16.458], [-21.572, -7.866, 16.614], [-20.527, -8.167, 17.412], [-20.164, -5.064, 18.812], [-21.938, -4.571, 17.291], [-22.682, -6.321, 15.625], [-21.806, -8.585, 15.843], [-20.100, -9.155, 17.312], [-23.639, -1.383, 15.270], [-22.729, -0.677, 14.881], [-22.829, 0.467, 14.532], [-21.481, -1.397, 14.629], [-21.309, -2.752, 15.030], [-20.152, -3.437, 14.756], [-19.169, -2.791, 13.982], [-19.301, -1.492, 13.604], [-20.404, -0.773, 13.937], [-22.079, -3.232, 15.616], [-20.070, -4.417, 15.202], [-18.163, -3.151, 13.824], [-18.494, -0.930, 13.156], [-20.483, 0.294, 13.790], [-21.676, 5.170, 14.655], [-22.704, 5.664, 15.105], [-22.719, 6.826, 15.701], [-23.992, 4.981, 14.903], [-25.146, 5.779, 15.060], [-26.387, 5.157, 14.765], [-26.419, 3.762, 14.433], [-25.258, 2.998, 14.373], [-24.017, 3.625, 14.611], [-25.075, 6.827, 15.309], [-27.215, 5.803, 15.016], [-27.382, 3.294, 14.299], [-25.459, 1.967, 14.121], [-23.121, 3.021, 14.590], [-24.042, -4.896, 13.628], [-24.895, -3.449, 12.624], [-26.367, -3.816, 12.411], [-27.119, -2.956, 10.823], [-24.358, -3.125, 11.732], [-24.644, -2.681, 13.355], [-27.071, -3.973, 13.228], [-26.265, -4.819, 11.997]],
  "forces_ev_per_angstrom": [[-0.9966, 2.2794, 0.1686], [0.9996, 0.2596, -0.2035], [-0.7988, -1.7377, -1.1470], [-1.2608, 3.3988, 0.9616], [-0.8354, -2.1549, -0.7410], [3.6769, 0.6477, 2.6125], [-0.9028, -0.6842, -0.6833], [-0.2661, 0.3827, -2.2777], [1.2335, -1.5438, 0.6882], [0.2761, -0.2827, 0.1826], [-0.3400, -0.0917, -0.1806], [-0.3938, -0.1751, 0.1445], [-0.4455, -0.2216, 0.1636], [0.0568, -0.1254, 0.3947], [-0.5126, 0.3005, 0.5481], [0.1942, -1.7164, -0.8256], [0.0487, 1.0036, 0.1716], [2.5369, -0.9916, -0.6249], [-1.0785, 1.4683, 0.1191], [0.4436, 0.6545, -0.6125], [0.6508, -1.0590, 1.0209], [0.3316, 1.0534, -0.2036], [-2.9576, 0.5605, 1.3889], [-0.1402, 0.1092, -0.1198], [0.3976, -0.1455, -0.3087], [-0.1675, -0.8993, -0.0536], [0.2001, -0.3166, -0.2230], [0.0418, 0.0319, -0.3728], [-1.3933, 0.3000, 0.6491], [1.3037, 3.2626, 1.1126], [-0.1286, -4.0219, -1.9102], [-0.4543, 0.6705, 0.4396], [-0.5257, -1.8200, -1.1704], [1.9798, -0.3747, 0.9390], [-0.1166, 1.8976, 0.6603], [-0.5043, 1.3344, 0.0415], [-0.6370, -0.6214, -0.2157], [0.0771, -0.1294, 0.0959], [-0.6268, -0.4829, -0.5509], [-0.0390, -0.0695, -0.1468], [0.9102, -0.2238, 0.1305], [0.1711, 0.2437, -0.0662], [0.1239, -0.3700, -0.4823], [-0.1493, 1.1909, 1.5192], [1.0593, -1.6166, -1.4292], [-0.1135, 0.4275, 0.5323], [-0.1347, -0.8901, -0.1953], [-0.8586, 0.4428, -0.1769], [0.2958, 0.9952, 0.1445], [-0.2309, -0.1494, 0.0921]]
}


Entry 3:
{
  "formula": "C20H19Cl2N3O",
  "method": "ωB97M-V with the def2-TZVPD basis set",
  "charge": 0,
  "smiles": "CCC(=O)N(Cc1c(C)nn(-c2ccccc2)c1Cl)c1ccc(Cl)cc1",
  "homo_ev": -8.69,
  "largest_force_ev_per_a": 0.9,
  "species": ["C", "C", "C", "O", "N", "C", "C", "C", "C", "N", "N", "C", "C", "C", "C", "C", "C", "C", "Cl", "C", "C", "C", "C", "Cl", "C", "C", "H", "H", "H", "H", "H", "H", "H", "H", "H", "H", "H", "H", "H", "H", "H", "H", "H", "H", "H"],
  "positions_angstrom": [[-2.719, -3.995, -1.919], [-2.571, -2.605, -1.316], [-1.645, -2.626, -0.111], [-1.031, -3.607, 0.247], [-1.571, -1.445, 0.561], [-0.681, -1.308, 1.710], [0.405, -0.327, 1.422], [0.494, 1.035, 1.788], [-0.452, 1.823, 2.619], [1.583, 1.576, 1.280], [2.225, 0.623, 0.592], [3.433, 0.930, -0.055], [3.598, 2.217, -0.557], [4.778, 2.563, -1.186], [5.795, 1.632, -1.320], [5.633, 0.357, -0.805], [4.460, 0.001, -0.165], [1.531, -0.544, 0.650], [1.959, -1.966, -0.191], [-2.237, -0.257, 0.170], [-3.415, 0.115, 0.809], [-4.043, 1.302, 0.480], [-3.483, 2.123, -0.488], [-4.260, 3.611, -0.894], [-2.308, 1.765, -1.130], [-1.687, 0.575, -0.799], [-3.360, -3.963, -2.796], [-1.745, -4.384, -2.205], [-3.150, -4.677, -1.190], [-3.543, -2.212, -1.008], [-2.157, -1.915, -2.056], [-0.266, -2.304, 1.891], [-1.259, -0.983, 2.580], [-0.576, 1.360, 3.597], [-1.428, 1.876, 2.137], [-0.061, 2.827, 2.746], [2.796, 2.928, -0.434], [4.904, 3.562, -1.576], [6.715, 1.901, -1.816], [6.430, -0.367, -0.892], [4.351, -0.985, 0.256], [-3.836, -0.530, 1.564], [-4.958, 1.593, 0.972], [-1.881, 2.416, -1.876], [-0.768, 0.290, -1.288]],
  "forces_ev_per_angstrom": [[0.0486, 0.1840, 0.0840], [0.0692, -0.4640, -0.1039], [-0.3761, 0.1284, -0.2714], [0.1057, -0.3591, -0.0242], [0.0751, 0.2207, 0.4011], [0.2656, -0.1660, -0.0196], [0.4294, -0.1501, -0.0991], [0.2600, -0.4293, -0.2791], [0.0671, -0.0121, -0.0647], [-0.0081, 0.7949, 0.3270], [-0.4846, -0.6302, 0.1317], [0.6060, 0.2724, -0.3404], [-0.1166, -0.0949, 0.0187], [0.0152, -0.0299, 0.0105], [0.0866, -0.0085, -0.0305], [0.0330, 0.0461, -0.0573], [-0.1403, 0.0222, 0.1074], [-0.3677, 0.1209, 0.2862], [-0.1044, 0.0123, 0.0099], [-0.2174, 0.1980, -0.1877], [0.1790, -0.0226, -0.1182], [-0.0216, 0.1286, -0.0446], [0.1041, -0.2156, 0.0721], [-0.0896, 0.1748, -0.0500], [-0.0948, 0.0911, -0.0027], [-0.1070, -0.0744, 0.1562], [-0.0534, -0.0134, -0.0659], [0.0241, -0.0880, -0.0279], [-0.0135, -0.1030, 0.0049], [0.0562, 0.0983, -0.0585], [-0.0862, 0.0764, 0.0446], [-0.1177, 0.1571, 0.0826], [0.0519, -0.0742, -0.0188], [-0.0615, 0.0293, 0.0900], [-0.1054, 0.0422, 0.0113], [-0.0229, 0.0905, 0.0493], [-0.0480, 0.0602, -0.0058], [-0.0050, 0.0834, -0.0259], [0.0781, 0.0228, -0.0388], [0.0570, -0.0622, 0.0020], [0.0141, -0.0413, 0.0435], [-0.0312, -0.0893, 0.0759], [-0.0839, 0.0500, 0.0224], [0.0173, 0.0789, -0.0700], [0.1138, -0.0553, -0.0263]]
}


Entry 4:
{
  "formula": "C20H19ClFN4O4Pd",
  "method": "ωB97M-V with the def2-TZVPD basis set",
  "charge": 1,
  "s2": 2.01,
  "relative_energy_kcal_mol": 8.5,
  "multiplicity": 3,
  "homo_ev": [-11.42, -11.39],
  "largest_force_ev_per_a": 1.8,
  "species": ["Pd", "C", "C", "C", "C", "C", "C", "C", "F", "C", "C", "C", "O", "C", "C", "N", "C", "C", "O", "O", "H", "H", "H", "H", "H", "H", "H", "H", "H", "H", "H", "Cl", "C", "C", "C", "C", "N", "C", "H", "H", "H", "H", "N", "C", "N", "O", "H", "H", "H", "H"],
  "positions_angstrom": [[0.004, 0.303, -2.637], [2.223, -1.811, 4.491], [0.864, -2.344, 4.041], [-0.207, -2.255, 5.120], [-0.488, -0.801, 5.479], [-0.783, -0.002, 4.236], [-1.504, 1.166, 4.315], [-1.824, 1.871, 3.157], [-2.543, 2.998, 3.267], [-1.446, 1.436, 1.920], [-0.673, 0.272, 1.814], [-0.208, -0.154, 0.496], [-0.519, 0.564, -0.506], [0.544, -1.351, 0.465], [0.810, -2.006, 1.642], [0.411, -1.606, 2.845], [-0.343, -0.453, 2.972], [1.136, -2.006, -0.780], [1.709, -3.069, -0.633], [1.025, -1.393, -1.905], [2.531, -2.312, 5.408], [2.183, -0.737, 4.674], [2.976, -1.999, 3.726], [0.973, -3.385, 3.738], [0.121, -2.811, 5.996], [-1.124, -2.721, 4.751], [0.368, -0.367, 6.002], [-1.337, -0.739, 6.158], [-1.849, 1.540, 5.270], [-1.750, 1.961, 1.029], [1.394, -2.917, 1.584], [0.020, 1.709, -8.225], [0.552, 0.601, -7.025], [1.347, -0.488, -7.351], [1.741, -1.346, -6.338], [1.337, -1.095, -5.040], [0.573, -0.040, -4.744], [0.181, 0.798, -5.705], [1.643, -0.654, -8.377], [2.360, -2.204, -6.555], [1.615, -1.739, -4.215], [-0.436, 1.634, -5.412], [-1.367, 3.170, -1.311], [-1.494, 3.134, -2.650], [-2.129, 4.157, -3.250], [-1.029, 2.202, -3.348], [-1.798, 3.887, -0.757], [-1.050, 2.326, -0.852], [-2.532, 4.916, -2.733], [-2.209, 4.162, -4.250]],
  "forces_ev_per_angstrom": [[0.1216, -0.5263, 0.6305], [-0.1159, -0.0397, -0.0967], [0.1924, -0.0626, 0.3394], [-0.0478, 0.1108, -0.0596], [0.0470, -0.0719, -0.0615], [0.0100, -0.0487, 0.1603], [-0.0055, -0.0080, -0.0662], [0.0034, -0.0291, -0.1386], [-0.0026, -0.0329, 0.0310], [-0.0022, 0.0008, 0.0868], [0.0584, -0.0061, -0.0660], [0.0053, -0.2400, 0.2035], [-0.0015, 0.1535, -0.4462], [0.0127, 0.1735, -0.6166], [-0.0013, -0.0459, 0.1733], [0.0062, -0.1067, -0.1846], [-0.1620, 0.3334, -0.1380], [0.0577, -0.2976, 1.3538], [-0.1306, 0.1813, -0.2945], [-0.3425, 0.9615, -1.5322], [0.0154, 0.0075, -0.0040], [0.0264, 0.0018, 0.0207], [0.0169, 0.0195, 0.0155], [-0.0410, 0.0178, -0.0853], [0.0120, -0.0334, -0.0175], [0.0108, -0.0412, 0.0226], [-0.0106, 0.0045, 0.0125], [0.0068, 0.0258, 0.0135], [-0.0082, -0.0240, 0.0052], [-0.0075, 0.0373, 0.0975], [0.0005, 0.0048, 0.0649], [-0.0253, 0.0544, -0.0690], [0.0845, -0.1824, 0.2063], [-0.0588, 0.0907, -0.0106], [0.0001, 0.0154, -0.0663], [0.0354, -0.0797, -0.0430], [-0.0989, 0.0549, 0.4817], [0.0251, 0.0094, -0.2106], [0.0073, -0.0092, 0.0054], [-0.0020, -0.0112, 0.0330], [-0.0091, 0.0418, 0.0307], [0.0200, -0.0157, -0.0010], [-0.0194, -0.0874, -0.3122], [-0.1813, 0.3735, 0.2868], [0.0266, -0.0332, -0.0140], [0.3465, -0.5582, 0.2189], [-0.0343, 0.0800, -0.0518], [0.1254, -0.1266, 0.1043], [0.0047, 0.0117, 0.0134], [0.0290, -0.0478, -0.0251]]
}


Entry 5:
{
  "formula": "C20H19ClFN5O3",
  "method": "ωB97M-V with the def2-TZVPD basis set",
  "charge": 0,
  "relative_energy_kcal_mol": 0.0,
  "smiles": "CCOC(=O)C[C@H](NC(=O)Cn1nnc(-c2ccccc2F)n1)c1ccccc1Cl",
  "homo_ev": -9.00,
  "largest_force_ev_per_a": 1.1,
  "species": ["C", "C", "O", "C", "O", "C", "C", "N", "C", "O", "C", "N", "N", "N", "C", "C", "C", "C", "C", "C", "C", "F", "N", "C", "C", "C", "C", "C", "C", "Cl", "H", "H", "H", "H", "H", "H", "H", "H", "H", "H", "H", "H", "H", "H", "H", "H", "H", "H", "H"],
  "positions_angstrom": [[-1.411, -3.654, -0.124], [-0.356, -2.642, -0.529], [-1.014, -1.540, -1.160], [-0.287, -0.449, -1.375], [0.888, -0.355, -1.129], [-1.130, 0.664, -1.961], [-1.785, 1.512, -0.844], [-0.771, 2.101, -0.007], [-0.663, 3.427, 0.157], [-1.434, 4.250, -0.281], [0.556, 3.836, 1.015], [1.718, 3.077, 0.688], [2.764, 3.559, 0.065], [3.574, 2.585, -0.132], [2.994, 1.480, 0.385], [3.585, 0.162, 0.315], [4.739, -0.029, -0.445], [5.305, -1.282, -0.564], [4.727, -2.371, 0.070], [3.585, -2.203, 0.834], [3.029, -0.944, 0.952], [1.934, -0.807, 1.721], [1.815, 1.783, 0.916], [-2.833, 0.696, -0.114], [-4.111, 0.680, -0.669], [-5.137, -0.064, -0.122], [-4.905, -0.816, 1.017], [-3.650, -0.814, 1.590], [-2.620, -0.069, 1.029], [-1.079, -0.152, 1.825], [-0.937, -4.500, 0.364], [-2.120, -3.196, 0.560], [-1.951, -4.003, -1.000], [0.365, -3.072, -1.234], [0.196, -2.270, 0.340], [-0.483, 1.308, -2.559], [-1.912, 0.233, -2.584], [-2.298, 2.360, -1.318], [-0.048, 1.496, 0.376], [0.774, 4.890, 0.840], [0.297, 3.675, 2.066], [5.169, 0.829, -0.937], [6.196, -1.415, -1.157], [5.164, -3.353, -0.027], [3.121, -3.034, 1.342], [-4.297, 1.273, -1.553], [-6.115, -0.053, -0.579], [-5.697, -1.401, 1.459], [-3.453, -1.391, 2.480]],
  "forces_ev_per_angstrom": [[0.1494, 0.3900, -0.2158], [0.3596, -0.3726, 0.2764], [-0.3759, -0.1854, -0.0488], [0.0520, 0.3098, -0.4055], [0.0569, -0.0269, 0.0450], [0.0739, 0.0495, 0.1392], [-0.0483, 0.0592, -0.3147], [0.0111, -0.4081, -0.1415], [0.4755, 0.0229, 0.2514], [-0.2486, 0.4017, -0.0548], [-0.8451, 0.5182, 0.0013], [0.8505, -0.5909, 0.0145], [-0.2975, 1.0866, -0.1558], [0.5665, -0.4263, -0.1652], [-0.7008, 0.6147, 0.2495], [0.0103, -0.4958, 0.1153], [-0.1234, -0.0659, 0.1134], [0.1075, -0.0303, -0.0751], [-0.0325, 0.0520, 0.0042], [-0.1051, 0.0626, 0.0509], [0.2370, -0.0522, -0.0740], [0.1267, -0.0118, -0.1019], [0.2088, -0.4050, 0.2221], [-0.0332, 0.1336, 0.1401], [0.0667, -0.0610, 0.1172], [-0.0500, -0.0205, -0.0416], [0.0075, 0.0093, -0.0347], [0.0974, 0.0149, 0.0505], [-0.3876, 0.0419, -0.0125], [0.0482, -0.2152, 0.1458], [0.0346, -0.0993, 0.0546], [-0.0818, 0.0000, 0.1021], [-0.0801, -0.0989, -0.0593], [-0.0678, 0.0930, 0.0875], [-0.0441, -0.0359, -0.1423], [-0.0181, -0.0624, 0.0411], [0.0029, 0.0282, -0.0221], [0.0906, -0.2552, 0.0870], [-0.1414, 0.2476, -0.0924], [-0.0456, -0.2033, 0.0044], [0.1219, 0.0427, -0.1043], [0.0497, 0.0531, -0.0549], [0.0684, -0.0010, -0.0495], [0.0343, -0.0772, -0.0006], [-0.0632, -0.0433, 0.0666], [-0.0043, 0.0965, -0.1060], [-0.0934, 0.0098, -0.0421], [-0.0639, -0.0500, 0.0525], [0.0438, -0.0431, 0.0824]]
}


no.,E (eV)
1,-23769.3170
2,-177878.1357
3,-52611.7708
4,-53914.6798
5,-49881.7199